Entry 1:
{
  "formula": "C4H14NO3",
  "method": "the ωB97M-V functional and the def2-TZVPD basis",
  "elements": ["C", "O", "C", "C", "C", "N", "H", "H", "H", "H", "H", "H", "H", "H", "H", "H", "H", "H", "O", "H", "H", "O"],
  "coordinates": [[-0.33270, -0.83803, 1.09997], [1.01366, -0.78275, 0.75689], [-1.04941, 0.50852, 0.81193], [-1.71013, 0.56913, -0.57713], [-0.72568, 0.55535, -1.76326], [0.62756, 1.00791, -1.53555], [-0.81984, -1.63230, 0.51316], [-0.39437, -0.97906, 2.19694], [-1.84001, 0.69381, 1.54497], [-0.27166, 1.27062, 0.93906], [-2.29333, -0.34716, -0.59975], [-2.40626, 1.40034, -0.63326], [-1.14182, 1.13454, -2.58778], [-0.73893, -0.43758, -2.19727], [1.03784, 0.44592, -0.78055], [0.58489, 1.95332, -1.17307], [1.92254, 0.16561, 1.69974], [1.79551, 0.92519, 3.09270], [2.40476, 0.74589, 2.37478], [1.35022, -1.83672, -1.77188], [1.48131, -1.98032, -0.28204], [1.50584, -2.54223, -1.12862]],
  "forces_ev_per_a": [[1.08, 0.95, -0.01], [0.11, -0.04, -0.25], [0.00, -0.08, -0.28], [0.58, -0.35, 0.62], [-0.59, 0.03, -0.42], [0.20, 0.07, 0.02], [-0.32, -0.23, 0.43], [-0.46, -0.50, -0.11], [0.00, -0.01, 0.15], [-0.24, 0.09, 0.03], [-0.44, -0.10, -0.33], [-0.08, 0.32, -0.06], [-0.15, 0.38, -0.02], [0.47, -0.48, 0.16], [-0.05, -0.10, 0.10], [0.13, 0.08, -0.03], [-0.36, -0.13, 0.27], [-0.17, -0.16, -0.13], [0.43, 0.23, -0.07], [0.08, -0.28, -0.01], [-0.32, -0.19, -0.25], [0.09, 0.48, 0.18]],
  "e_above_lowest_kcal_mol": 5.75,
  "gap_ev": 8.08,
  "total_charge": -1,
  "lumo_energy_ev": 3.9037
}

Entry 2:
{
  "formula": "C27H38BrClFeN3O6",
  "method": "the ωB97M-V functional and the def2-TZVPD basis",
  "elements": ["O", "C", "C", "C", "H", "C", "H", "C", "H", "C", "H", "C", "H", "H", "C", "C", "H", "H", "H", "C", "C", "H", "H", "H", "H", "Fe", "Cl", "C", "O", "N", "C", "C", "H", "H", "H", "H", "H", "H", "H", "H", "H", "C", "C", "N", "H", "C", "O", "H", "H", "H", "H", "H", "H", "C", "C", "N", "H", "C", "O", "H", "H", "H", "H", "Br", "C", "C", "C", "C", "C", "C", "C", "O", "O", "H", "H", "H", "H"],
  "coordinates": [[1.49160, -0.77528, -3.07985], [0.32889, -0.28697, -3.14019], [0.07694, 1.15021, -3.42839], [0.09411, 2.15301, -2.48048], [-0.05750, 1.87537, -1.41965], [0.31683, 3.44469, -2.92465], [0.36883, 4.22580, -2.18284], [0.49489, 3.72114, -4.27919], [0.65729, 4.74306, -4.59974], [0.44948, 2.67091, -5.18975], [0.61571, 2.86711, -6.23211], [0.18679, 1.38256, -4.76945], [0.19271, 0.54443, -5.48075], [-0.44747, -0.93302, -3.76693], [-2.20685, -1.97462, -2.24813], [-1.79278, -0.67127, -1.64149], [-2.87839, -1.61573, -3.04338], [-2.80927, -2.52276, -1.45906], [-1.42227, -2.65224, -2.63974], [-2.50820, 0.42542, -1.92549], [-3.97794, 0.44984, -1.97374], [-2.07243, 1.41708, -2.16378], [-4.29389, 0.67426, -3.00604], [-4.38297, 1.28096, -1.41740], [-4.53322, -0.43615, -1.67430], [-1.82571, -0.98454, 0.12350], [-3.56075, -0.16183, 1.08792], [-0.97024, -1.19464, 3.18561], [-0.45297, -1.84622, 2.26568], [-0.72683, -1.31405, 4.51851], [-0.03583, -2.44344, 5.07634], [-1.34537, -0.38034, 5.43093], [-1.80849, -0.51833, 2.97402], [0.56609, -2.92306, 4.29913], [-0.73515, -3.19381, 5.49853], [0.62361, -2.09957, 5.90011], [-1.26037, 0.63442, 5.01577], [-0.83869, -0.41888, 6.41167], [-2.42038, -0.58913, 5.57830], [4.52355, 0.90878, -1.85869], [4.54862, 0.88943, 0.74972], [3.42586, 0.89524, -1.74302], [3.45060, 0.83154, 0.72531], [3.00486, 0.24583, -0.52103], [2.95409, 0.33798, -2.55470], [2.55430, -1.04199, -0.52562], [1.78969, -1.53834, 0.29733], [3.07655, 0.23110, 1.55662], [2.87362, -1.65132, -1.39760], [3.03558, 1.92216, -1.73920], [3.05563, 1.85356, 0.78100], [-0.05276, -6.26859, 0.91127], [1.96974, -6.30195, -0.62050], [-0.57521, -5.61878, 0.19127], [1.35460, -5.69916, -1.32545], [0.38962, -4.88166, -0.60451], [-1.22810, -4.91374, 0.73579], [0.29932, -3.56964, -0.82289], [-0.64360, -2.88968, -0.37633], [2.02183, -5.03253, -1.90978], [1.12137, -3.16376, -1.42814], [-1.18602, -6.29423, -0.43453], [0.85706, -6.41519, -2.01039], [-2.09311, 3.36093, 0.27374], [-0.73709, 3.92666, 1.47091], [-0.73413, 5.27563, 1.85036], [0.14639, 5.71255, 2.84573], [1.02803, 4.79888, 3.42855], [1.01830, 3.45705, 3.03884], [0.14720, 2.97740, 2.00842], [-0.12090, 1.48553, 1.82166], [-0.17327, 0.91513, 2.96293], [-0.26659, 0.91659, 0.67958], [-1.43984, 5.94942, 1.40191], [0.12022, 6.76071, 3.16353], [1.72087, 5.15193, 4.21222], [1.66334, 2.75210, 3.56620]],
  "forces_ev_per_a": [[-3.87, 1.02, 0.82], [1.60, -2.73, -3.83], [0.77, -0.66, 1.62], [0.20, -0.05, 0.43], [0.40, 0.38, -0.50], [-0.24, 0.23, 0.23], [-0.07, 0.27, 0.00], [-0.02, -0.36, 0.34], [0.10, -0.11, -0.07], [-0.32, 0.64, -0.19], [-0.02, 0.07, -0.34], [0.36, 0.03, -1.12], [-0.01, 0.43, 0.31], [1.01, 0.57, 1.73], [-1.69, -0.71, 0.19], [0.93, 0.98, -3.61], [0.00, -1.06, -0.03], [0.43, -0.07, -1.17], [-0.45, 0.75, 0.44], [-0.33, 1.38, -0.06], [-1.21, -0.04, -1.36], [-0.03, -0.69, 0.88], [0.14, -0.01, -0.05], [0.12, 0.32, 0.42], [0.42, -0.16, 0.15], [3.78, -0.70, 4.06], [-0.81, 0.04, 0.48], [-0.53, -0.23, -0.24], [-0.88, 0.02, 0.48], [0.04, -0.33, -0.45], [0.50, -0.23, 0.35], [-0.47, 0.46, 0.08], [0.22, -0.16, 0.27], [-0.10, 0.11, 0.15], [0.21, 0.30, -0.17], [-0.22, -0.27, -0.47], [0.06, -0.31, 0.20], [-0.20, 0.01, -0.50], [0.31, -0.04, 0.10], [-0.23, 0.12, 0.06], [-0.13, -0.07, 0.02], [0.26, -0.34, -0.01], [-0.52, 0.43, -0.04], [0.48, -0.49, 0.35], [0.47, 0.50, 0.05], [-1.12, -0.42, 0.08], [1.43, 0.38, -0.27], [0.01, 0.18, -0.07], [-0.05, 0.41, 0.01], [0.17, -0.16, -0.07], [0.06, -0.12, 0.30], [-0.05, 0.36, -0.16], [-0.35, 0.47, -0.37], [-0.44, -0.03, 0.43], [0.63, -0.04, -0.03], [0.14, -0.81, -0.34], [0.41, -0.37, -0.32], [-1.05, 0.66, 0.82], [0.57, -0.33, -0.09], [-0.36, -0.50, 0.32], [-0.30, 0.14, 0.08], [0.16, 0.40, 0.06], [0.11, 0.47, 0.28], [-0.25, 0.27, -0.20], [0.69, -0.02, 0.26], [0.54, -0.44, 0.52], [-0.26, -0.16, -0.48], [0.18, -0.10, 0.02], [-0.33, -0.09, -0.61], [-0.43, 1.10, 0.52], [0.35, -1.98, 1.42], [0.37, 1.41, -2.08], [-0.45, 0.71, 0.93], [-0.18, 0.17, -0.09], [0.07, -0.45, -0.13], [-0.44, -0.37, -0.46], [-0.25, 0.08, -0.30]],
  "multiplicity": 6,
  "gap_ev": [7.90, 6.61],
  "total_charge": 0,
  "lumo_energy_ev": [-0.0443, -1.3350]
}

Entry 3:
{
  "formula": "C3H7NO3S",
  "method": "the ωB97M-V functional and the def2-TZVPD basis",
  "elements": ["C", "C", "S", "N", "C", "O", "O", "H", "H", "H", "H", "H", "H", "H", "O"],
  "coordinates": [[1.01282, -0.21074, 0.99784], [2.02764, 0.82348, 1.33725], [3.08852, 0.26332, 2.54278], [0.00032, 0.28755, -0.02777], [-1.15942, -0.53409, -0.22478], [-1.21944, -1.55500, 0.42099], [-2.03081, 0.09025, -0.92416], [1.58213, -1.08509, 0.65793], [0.32566, -0.36596, 1.79639], [1.59306, 1.74165, 1.79956], [2.52242, 1.21907, 0.44947], [-0.32689, 1.30584, -0.25953], [-1.86861, -0.71299, -3.28967], [-2.73100, -0.56671, -2.17707], [-2.81640, -0.70057, -3.09922]],
  "forces_ev_per_a": [[-1.68, 1.94, -1.77], [-1.42, 2.41, -0.59], [2.78, -1.24, 2.36], [-0.27, 0.75, -1.45], [0.88, 3.81, 0.52], [-0.62, -2.60, 0.27], [-0.36, -0.62, 0.22], [-0.72, -0.05, 0.01], [0.43, -0.97, 1.26], [-0.54, -0.43, -0.63], [0.16, -0.28, -0.40], [1.67, -2.56, 1.06], [-0.27, 0.03, -0.28], [0.00, 0.74, 3.08], [-0.06, -0.93, -3.67]],
  "e_above_lowest_kcal_mol": 31.56,
  "gap_ev": 5.66,
  "total_charge": -2,
  "lumo_energy_ev": 6.0296
}